No. 1
{"formula": "C2H6N2O3S", "method": "ωB97M-V/def2-TZVPD", "species": ["O", "H", "H", "C", "H", "H", "H", "N", "C", "N", "O", "S", "H", "O"], "positions_angstrom": [[2.12729, 0.91600, 0.60271], [2.29989, 1.04815, -1.86421], [-1.17525, -1.91676, -1.19301], [-0.32088, -1.05138, 0.82901], [-0.51781, -1.86662, 1.51442], [-0.98966, 0.02792, -2.20346], [0.33524, 0.93292, 0.81500], [-0.86668, 0.09965, -1.17474], [-0.81807, -1.03084, -0.59653], [-0.12931, 0.16768, 1.41007], [1.53501, -1.43247, 0.20470], [2.47729, -0.31247, -0.10777], [0.41444, 0.19289, 2.23844], [2.13433, 0.11725, -1.80366]], "forces_ev_per_a": [[0.09, 0.87, -0.02], [0.13, 1.01, 0.08], [0.92, 0.22, 1.33], [0.61, 3.09, 0.14], [0.38, -0.25, -0.31], [-0.41, -0.10, 0.97], [-1.38, -1.53, 0.48], [0.65, -0.23, -0.13], [-0.92, 0.30, -1.49], [-0.34, -0.47, -2.01], [-1.21, -0.90, -0.08], [1.68, 0.21, -1.61], [0.07, -0.52, 1.15], [-0.28, -1.69, 1.51]], "lowdin_charge": [-0.497, 0.006, 0.134, -0.099, 0.134, 0.085, 0.108, 0.116, -0.200, 0.094, -0.464, 0.812, 0.096, -0.323], "homo_ev": -8.793, "max_force_ha_per_bohr": 0.061, "e_above_lowest_kcal_mol": 54.54}

***

No. 2
{"formula": "C2H6N2OS", "method": "ωB97M-V/def2-TZVPD", "species": ["H", "H", "C", "H", "C", "N", "S", "H", "H", "O", "N", "H"], "positions_angstrom": [[2.05338, -0.58487, 2.72220], [0.50187, 0.14366, 3.02469], [0.99249, -0.53429, 2.30525], [-2.54607, -0.09379, -0.80098], [-1.43059, 0.01246, -0.59545], [-0.94205, 0.82286, -1.48675], [0.75040, -0.12016, 0.57322], [-1.55643, 1.01963, -2.31358], [0.85342, 1.30256, -1.93736], [0.42775, 0.42415, -1.78515], [-0.86675, -0.63120, 0.31242], [0.55565, -1.46846, 2.37615]], "forces_ev_per_a": [[-1.07, 0.00, -1.44], [-0.15, -0.11, -0.54], [0.81, 1.50, 1.29], [1.11, -0.23, 0.77], [-4.45, -2.05, 0.48], [2.23, 2.27, -3.15], [1.54, 0.21, 0.71], [1.33, -0.55, 0.86], [-0.15, -1.01, 0.35], [-1.36, 2.11, -1.78], [0.93, -0.07, 1.80], [-0.77, -2.08, 0.66]], "lowdin_charge": [0.064, 0.031, -0.422, 0.144, -0.456, -0.045, 0.841, 0.158, 0.113, -0.173, -0.234, -0.020], "homo_ev": -7.768, "max_force_ha_per_bohr": 0.096, "e_above_lowest_kcal_mol": 91.94}